No. 1
A 2-piece molecular cluster, C5H14O overall in a non-equilibrium geometry, computed with ωB97M-V/def2-TZVPD.

Cartesian coordinates (Å):
C (-1.23191, -0.93336, 1.04792)
C (-0.76525, -0.22378, -0.22807)
C (-0.04477, 1.21522, -0.16746)
C (0.65375, 1.26795, -1.49333)
C (0.72168, 1.27822, 1.16722)
H (-1.75014, -0.38958, 1.77762)
H (-1.90789, -1.72181, 0.53426)
H (-0.31435, -1.13079, 1.55940)
H (-0.33455, -1.09662, -0.72460)
H (-1.67359, -0.10254, -0.96459)
H (-0.93796, 1.98807, -0.24624)
H (1.34547, 2.16992, -1.28640)
H (-0.04724, 1.34902, -2.32217)
H (1.35841, 0.43308, -1.72356)
H (0.34739, 2.17665, 1.73977)
H (1.81976, 1.33270, 0.95609)
H (0.44329, 0.42769, 1.87944)
O (1.15671, -2.87083, -0.35807)
H (0.92119, -2.02485, -0.75353)
H (0.24001, -3.14436, -0.39369)

Output
**Relative energy (zero: lowest compared OMol25 entry of this formula, charge and spin)**: 2.325 eV
**Multiplicity**: 1
**Kohn-Sham gap**: 11.23 eV
**Electronic energy**: -7457.4604 eV
**SMILES string**: CCC(C)C.O

=====

No. 2
A 4-piece molecular cluster, C3H17N2O3 overall in a non-equilibrium geometry, computed with ωB97M-V/def2-TZVPD.

Cartesian coordinates (Å):
N (-0.46948, -1.20036, 0.35218)
C (0.32991, -0.06609, -0.26233)
C (0.24348, -0.24265, -1.75853)
C (1.75583, -0.05393, 0.26940)
N (1.96272, 0.60642, 1.52979)
H (0.17367, -1.83074, 0.83347)
H (-0.93557, -1.76323, -0.36552)
H (-1.13694, -0.95926, 1.09227)
H (-0.09527, 0.86840, 0.08958)
H (1.00165, -0.88765, -2.21075)
H (0.43763, 0.71781, -2.25592)
H (-0.73474, -0.56517, -2.10408)
H (2.22380, -1.03545, 0.35633)
H (2.38205, 0.42937, -0.48472)
H (1.70395, 0.06753, 2.33905)
H (1.68371, 1.57464, 1.60002)
H (-2.62608, 1.59707, 1.84571)
H (-2.43143, 0.92843, 0.49369)
O (-2.12580, 0.89752, 1.40893)
H (-0.82923, 3.56829, 0.96596)
H (0.27495, 4.12586, 1.70020)
O (-0.02781, 3.25442, 1.41807)
H (-0.32267, -3.88705, -2.21950)
H (-1.57324, -3.01716, -2.63574)
O (-0.86508, -3.12701, -1.99758)

Output
**Relative energy (zero: lowest compared OMol25 entry of this formula, charge and spin)**: 1.353 eV
**Multiplicity**: 1
**Net charge**: +1
**Kohn-Sham gap**: 9.52 eV
**Electronic energy**: -12503.5079 eV

=====

No. 3
C25H36N8O2RuS as an isolated structure, computed with ωB97M-V/def2-TZVPD.

Cartesian coordinates (Å):
Ru (1.40417, -0.05878, 1.01640)
C (-5.13306, -3.11140, 0.50091)
C (-3.71853, -2.65117, 0.28992)
C (-3.02182, -2.89715, -0.86532)
C (-1.67002, -2.51604, -1.03504)
C (-0.97755, -2.90672, -2.21507)
N (-1.47334, -2.94424, -3.41872)
C (-2.68796, -2.26309, -3.93231)
C (-2.80717, -0.83186, -3.40559)
C (-1.55213, 0.00479, -3.68425)
N (-1.11660, 0.80099, -2.53152)
C (-0.92631, 2.08699, -2.57695)
C (-0.28116, 2.87855, -1.59452)
C (-0.11181, 4.24511, -1.91033)
C (0.61649, 5.11258, -1.12784)
C (0.78427, 6.56647, -1.46606)
C (1.19840, 4.55817, 0.01245)
C (1.08354, 3.21244, 0.36518)
C (1.63673, 2.82541, 1.64513)
N (1.81003, 1.64016, 2.11128)
C (2.19143, 1.60083, 3.56240)
C (1.59395, 0.41674, 4.28858)
C (0.15511, 0.20482, 3.89622)
N (0.01767, -0.40706, 2.53912)
C (-1.13906, -0.92203, 2.35243)
C (-1.69154, -1.57449, 1.18568)
C (-3.01643, -1.97735, 1.29765)
C (-0.95568, -1.83548, -0.00562)
O (0.26455, -1.46543, -0.19531)
C (0.29383, 2.32516, -0.41219)
O (0.07479, 1.08826, -0.09297)
H (-5.58828, -3.42630, -0.43638)
H (-5.74648, -2.31463, 0.92057)
H (-5.16840, -3.95687, 1.18879)
H (-3.50662, -3.46312, -1.65188)
H (0.05910, -3.22277, -2.13991)
H (-0.88806, -3.36620, -4.12869)
H (-3.57555, -2.84628, -3.69756)
H (-2.57799, -2.27738, -5.01572)
H (-2.99611, -0.85080, -2.33403)
H (-3.68819, -0.37570, -3.85535)
H (-1.68971, 0.67973, -4.52724)
H (-0.70573, -0.63733, -3.93540)
H (-0.81829, 0.32919, -1.67555)
H (-1.24418, 2.57951, -3.49169)
H (-0.57397, 4.61822, -2.81832)
H (0.19209, 6.83726, -2.33777)
H (1.82653, 6.80079, -1.68316)
H (0.46388, 7.19762, -0.63731)
H (1.76739, 5.20640, 0.67189)
H (1.88046, 3.65278, 2.30994)
H (1.78134, 2.51065, 4.00126)
H (3.27554, 1.64215, 3.64638)
H (1.66867, 0.59901, 5.36058)
H (2.15119, -0.49772, 4.09524)
H (-0.38172, 1.15771, 3.88093)
H (-0.34404, -0.44887, 4.60925)
H (-1.82984, -0.88637, 3.19497)
H (-3.53361, -1.76241, 2.22754)
N (2.26575, -2.69984, 0.78348)
N (3.38790, -3.09989, 1.49806)
C (4.13692, -2.14940, 2.05802)
N (5.26152, -2.49611, 2.66486)
S (3.68584, -0.50412, 2.00405)
H (1.43996, -3.19501, 1.09784)
H (2.39396, -2.86741, -0.20836)
H (3.64540, -4.07682, 1.55094)
H (5.60138, -3.44593, 2.68587)
H (5.81480, -1.79349, 3.12924)
N (2.66046, 0.34373, -0.67589)
H (3.08301, 1.26849, -0.60893)
H (2.12404, 0.32728, -1.53914)
H (3.44485, -0.29490, -0.77516)

Output
**Relative energy (zero: lowest compared OMol25 entry of this formula, charge and spin)**: 0.121 eV
**⟨S²⟩**: 0.7546
**Multiplicity**: 2
**Net charge**: +3
**Kohn-Sham gap (alpha / beta)**: 7.27 / 6.84 eV
**Electronic energy**: -55920.2671 eV